1.
Below is a 2-piece molecular cluster, C2H5BrN overall at a distorted geometry, with properties calculated with ωB97M-V/def2-TZVPD.

Geometry as XYZ:
```
9
Properties=species:S:1:pos:R:3:forces:R:3:mulliken_charge:R:1
C 1.62843 0.41705 -0.58853 -1.75 -0.94 0.31 -0.188
C -1.48991 -0.15484 0.80173 -0.48 0.86 -1.24 -0.091
N 0.41132 0.08284 -0.57311 -0.99 -0.08 0.60 -0.350
Br -1.33250 -1.70925 1.76731 -0.07 0.94 -0.95 0.217
H 1.95368 0.62907 0.36279 1.91 1.14 1.70 0.275
H 2.15760 0.28936 -1.49865 1.03 0.28 -0.47 0.250
H -2.03394 -0.08376 -0.25038 1.25 -0.51 2.54 0.310
H 0.20954 -0.24643 -1.48286 -1.38 -0.49 -1.24 0.234
H -1.50422 0.77597 1.46170 0.47 -1.20 -1.26 0.341
```
Positions in Å, forces in eV/Å.

Computed properties:
HOMO = -15.898 eV
Energy above the lowest of the compared OMol25 structures with the same formula, charge and spin = 43.26 kcal per mole
Net charge = +1

=====

2.
Below is an isolated ion of composition C27H40N5O4S and charge +1 at a distorted geometry, with properties calculated with ωB97M-V/def2-TZVPD.

Geometry as XYZ:
```
77
Properties=species:S:1:pos:R:3:forces:R:3:mulliken_charge:R:1
C 1.38586 5.72668 -0.55584 -0.17 -0.17 -0.15 -1.059
C 0.70809 4.64814 -1.40001 -0.06 0.34 0.13 -1.002
N 1.29478 3.33033 -1.24052 -0.13 -0.06 -0.18 0.154
C 2.52682 3.09399 -1.96834 0.39 -0.19 -0.04 -0.677
C 3.74138 2.96838 -1.04747 -0.16 0.05 -0.25 -1.027
C 0.83108 2.45637 -0.30739 -0.06 -0.32 0.02 0.934
C -0.07129 2.87888 0.69954 -0.12 0.05 0.09 -0.709
C -0.63662 2.02042 1.61472 -0.01 0.06 -0.04 -2.064
C -0.25036 0.69045 1.63401 -0.23 -0.73 0.17 -0.001
S -1.03007 -0.55841 2.65101 0.15 -0.23 -0.01 1.357
O -2.40093 -0.19649 2.82554 -0.05 0.39 0.16 -0.793
O -0.74284 -1.81942 1.99599 0.30 0.27 0.22 -0.863
N -0.33240 -0.63809 4.14135 -0.60 -0.11 -0.93 0.050
C 1.03670 -1.09242 4.22479 0.73 0.01 -0.10 -0.585
C 2.00572 0.09511 4.21983 0.02 -0.24 -0.16 -0.162
O 1.68109 1.01243 5.23652 0.04 -0.01 0.21 -0.453
C 0.37097 1.51641 5.08914 -0.25 -0.02 0.03 -0.242
C -0.66420 0.38653 5.10807 -0.05 0.66 0.29 -0.696
C 0.65375 0.25065 0.69633 0.08 0.16 0.09 -1.012
C 1.15934 1.07946 -0.29217 0.01 0.08 0.42 0.490
N 1.81896 0.35814 -1.33883 0.01 0.23 0.11 0.313
C 1.09338 -0.57202 -1.98175 0.23 -0.17 -0.31 0.364
O -0.13042 -0.61620 -1.87666 -0.01 0.07 -0.14 -0.731
C 1.84433 -1.64333 -2.76859 0.08 -0.16 -0.01 -0.759
N 1.45364 -2.98867 -2.40678 -0.05 0.35 0.04 0.091
C 0.42521 -3.68457 -3.12701 -0.15 -0.12 -0.04 -1.107
C -1.00900 -3.45005 -2.58476 0.18 -0.09 -0.73 -0.399
N -0.95493 -2.99589 -1.18004 0.02 0.31 0.10 0.819
C -2.27514 -3.05118 -0.49953 -0.65 0.09 0.33 -0.707
C -3.21516 -2.04669 -1.10771 0.00 -0.06 0.00 0.184
C -3.09975 -0.71008 -0.74241 -0.09 -0.11 0.00 0.276
C -3.93429 0.23703 -1.30662 0.03 0.05 0.01 -1.073
C -4.88993 -0.14306 -2.23506 -0.01 0.02 -0.01 -0.560
C -5.01430 -1.47399 -2.59549 -0.03 -0.03 -0.07 -0.663
C -4.17679 -2.42370 -2.03605 0.03 0.02 0.06 -0.473
C 0.09954 -3.70115 -0.43315 0.51 -0.20 0.36 -0.318
C 1.49339 -3.35920 -1.00584 0.15 -0.21 -0.03 -1.062
H 1.38590 5.45701 0.49717 0.02 0.00 0.12 0.287
H 0.85767 6.66860 -0.67345 -0.01 0.15 0.01 0.404
H 2.41500 5.87364 -0.87289 0.12 0.03 -0.01 0.322
H 0.78853 4.91582 -2.45752 -0.09 -0.07 0.08 0.510
H -0.35639 4.59189 -1.16773 0.05 0.01 -0.09 0.530
H 2.42704 2.20742 -2.60282 0.07 0.25 -0.03 0.247
H 2.68211 3.94413 -2.63347 -0.08 -0.07 0.01 0.493
H 4.62801 2.73768 -1.63239 0.13 -0.05 -0.03 0.383
H 3.91423 3.90337 -0.52158 0.03 0.05 0.09 0.350
H 3.59882 2.19170 -0.29908 0.03 -0.09 0.11 0.205
H -0.36395 3.91335 0.74254 -0.01 0.12 -0.02 0.444
H -1.38169 2.37168 2.31083 -0.09 0.15 0.07 0.830
H 1.15186 -1.65095 5.15922 -0.03 -0.01 -0.10 0.390
H 1.21391 -1.76025 3.38241 0.19 -0.08 0.13 0.234
H 1.97606 0.59825 3.23831 0.07 -0.07 0.14 0.092
H 3.02448 -0.23625 4.42678 -0.06 -0.03 -0.11 0.421
H 0.29841 2.08087 4.14615 0.00 -0.02 0.15 0.142
H 0.21454 2.19437 5.92892 -0.09 0.00 -0.11 0.402
H -0.67862 -0.07990 6.09826 -0.05 0.02 -0.09 0.331
H -1.66171 0.75132 4.86668 0.00 0.09 0.24 0.390
H 0.91651 -0.79592 0.69998 0.05 -0.07 -0.15 0.605
H 2.82211 0.40155 -1.45017 -0.07 -0.13 0.00 0.350
H 1.64344 -1.50728 -3.83332 0.04 0.08 0.05 0.299
H 2.92402 -1.54408 -2.61012 -0.04 0.13 -0.07 0.408
H 0.46683 -3.40723 -4.17984 -0.05 -0.08 0.02 0.419
H 0.66318 -4.75168 -3.05751 -0.10 0.02 -0.11 0.384
H -1.52626 -2.68068 -3.15971 0.01 -0.06 0.14 0.483
H -1.58190 -4.37778 -2.64164 -0.06 0.07 0.11 0.480
H -0.69927 -1.97436 -1.25557 0.01 -0.37 -0.01 -0.393
H -2.66823 -4.06777 -0.57542 0.13 0.03 -0.02 0.564
H -2.10618 -2.80091 0.55171 0.06 -0.15 -0.20 0.121
H -2.37207 -0.41945 0.00090 0.08 0.07 0.05 0.690
H -3.84397 1.27151 -1.01398 0.00 0.11 0.04 0.471
H -5.54462 0.59574 -2.67098 -0.06 0.07 -0.03 0.414
H -5.76481 -1.77454 -3.31021 -0.08 -0.02 -0.06 0.407
H -4.28373 -3.46281 -2.31320 -0.01 -0.13 -0.02 0.442
H 0.03418 -3.39890 0.61440 -0.05 -0.10 -0.16 0.326
H -0.09491 -4.77379 -0.50409 -0.09 0.08 -0.02 0.537
H 1.94877 -2.54881 -0.43493 0.00 -0.01 0.04 0.346
H 2.13710 -4.24133 -0.89141 -0.07 0.10 0.18 0.406
```
Positions in Å, forces in eV/Å.

Computed properties:
HOMO = -10.569 eV
Energy above the lowest of the compared OMol25 structures with the same formula, charge and spin = 0.00 kcal per mole
Net charge = +1

=====

Please write out number 1 again, unchanged.
Below is a 2-piece molecular cluster, C2H5BrN overall at a distorted geometry, with properties calculated with ωB97M-V/def2-TZVPD.

Geometry as XYZ:
```
9
Properties=species:S:1:pos:R:3:forces:R:3:mulliken_charge:R:1
C 1.62843 0.41705 -0.58853 -1.75 -0.94 0.31 -0.188
C -1.48991 -0.15484 0.80173 -0.48 0.86 -1.24 -0.091
N 0.41132 0.08284 -0.57311 -0.99 -0.08 0.60 -0.350
Br -1.33250 -1.70925 1.76731 -0.07 0.94 -0.95 0.217
H 1.95368 0.62907 0.36279 1.91 1.14 1.70 0.275
H 2.15760 0.28936 -1.49865 1.03 0.28 -0.47 0.250
H -2.03394 -0.08376 -0.25038 1.25 -0.51 2.54 0.310
H 0.20954 -0.24643 -1.48286 -1.38 -0.49 -1.24 0.234
H -1.50422 0.77597 1.46170 0.47 -1.20 -1.26 0.341
```
Positions in Å, forces in eV/Å.

Computed properties:
HOMO = -15.898 eV
Energy above the lowest of the compared OMol25 structures with the same formula, charge and spin = 43.26 kcal per mole
Net charge = +1